{
  "formula": "C8H28AsBF6MnO10P2",
  "method": "wB97M-V/def2-TZVPD",
  "e_homo_ev": [-8.932, -9.660],
  "molar_mass_g_mol": 600.91,
  "spin_multiplicity": 6,
  "energy_ha": -5767.86958,
  "charge": 0,
  "homo_lumo_gap_ev": [8.8420, 9.5482],
  "elements": ["Mn", "As", "F", "F", "F", "F", "F", "F", "B", "H", "H", "H", "H", "C", "O", "P", "O", "O", "C", "O", "C", "H", "H", "H", "H", "H", "H", "H", "H", "H", "C", "O", "P", "O", "O", "C", "O", "C", "H", "H", "H", "H", "H", "H", "H", "H", "H", "C", "C", "O", "O", "H", "H", "H", "H", "H", "H"],
  "coordinates": [[-1.5753, -29.6897, -18.6210], [-4.7169, -30.7466, -16.7039], [-4.0178, -32.1413, -15.9535], [-3.9118, -29.7638, -15.5394], [-5.3165, -29.3325, -17.4536], [-5.4248, -31.7396, -17.9303], [-6.1231, -30.9127, -15.7529], [-3.2351, -30.6427, -17.6965], [-2.4833, -27.9757, -19.7113], [-3.1338, -28.5532, -18.8866], [-3.0751, -27.0314, -20.1511], [-1.4909, -27.5723, -19.1646], [-2.1698, -28.7022, -20.6260], [-4.2110, -34.3502, -19.9147], [-3.3955, -33.2038, -19.6433], [-2.7870, -32.3003, -20.7326], [-2.1213, -31.1053, -20.2192], [-1.8243, -33.2892, -21.5305], [-0.7217, -32.7744, -22.2844], [-3.9686, -32.0108, -21.7187], [-3.9672, -30.7915, -22.4869], [-4.4732, -34.4389, -20.9644], [-5.0977, -34.2240, -19.2973], [-3.7109, -35.2494, -19.5602], [-0.6880, -31.6848, -22.2596], [-0.8139, -33.1157, -23.3136], [0.2071, -33.1643, -21.8683], [-2.9958, -30.2982, -22.4647], [-4.7134, -30.1038, -22.0982], [-4.1978, -31.0479, -23.5201], [1.5818, -26.8701, -16.5830], [1.2033, -27.8002, -15.5563], [-0.2277, -28.4411, -15.5599], [-0.6779, -28.7905, -16.9096], [-0.0465, -29.5973, -14.5525], [-1.2259, -30.2718, -14.0499], [-1.1868, -27.4622, -14.8074], [-1.7354, -26.2705, -15.3811], [2.5981, -27.1018, -16.8879], [1.5556, -25.8587, -16.1805], [0.8896, -26.9459, -17.4223], [-1.4742, -31.0986, -14.7166], [-2.0981, -29.6260, -14.0113], [-0.9768, -30.6631, -13.0695], [-1.2139, -25.4118, -14.9571], [-2.7911, -26.1997, -15.1446], [-1.5829, -26.2734, -16.4613], [0.4387, -31.9531, -18.6612], [1.1953, -30.7415, -19.1716], [0.3730, -29.7098, -19.7593], [-0.6559, -31.5672, -17.8397], [1.2141, -32.4721, -18.0857], [0.1591, -32.6415, -19.4584], [1.8851, -31.0791, -19.9575], [1.8689, -30.3586, -18.3986], [0.9977, -29.0500, -20.0742], [-0.7084, -32.1602, -17.0870]],
  "forces_ev_per_a": [[-0.547, 0.418, -0.358], [-0.439, -0.394, -0.159], [0.240, -0.247, 0.015], [0.219, 0.310, 0.425], [-0.040, 0.213, -0.261], [0.187, -0.027, -0.156], [-0.265, 0.103, 0.423], [-0.044, -0.264, 0.113], [-0.132, 0.931, -0.880], [-0.642, -0.157, 0.275], [-0.171, 0.055, 0.115], [0.727, 0.221, 0.276], [0.109, -0.167, -0.057], [-0.427, -0.142, 0.607], [0.156, -0.339, 0.224], [-0.237, -0.498, -0.242], [0.600, 0.061, 0.080], [0.257, 0.167, 0.176], [0.055, 0.026, -0.152], [-0.172, 0.353, -0.199], [0.037, 0.178, -0.419], [0.017, 0.063, -0.056], [-0.144, 0.049, -0.201], [0.267, 0.076, -0.173], [-0.024, -0.005, 0.042], [-0.046, -0.001, -0.001], [-0.035, -0.038, 0.035], [-0.031, -0.013, 0.167], [-0.017, -0.094, 0.128], [-0.098, -0.083, 0.086], [-0.197, 0.051, -0.002], [0.445, 0.004, 0.037], [-0.045, 0.624, 0.352], [-0.154, -0.201, -0.664], [-0.010, -0.334, 0.431], [-0.201, -0.561, -0.159], [-0.298, 0.025, 0.368], [0.357, 0.271, -0.384], [-0.006, -0.076, -0.042], [-0.023, -0.019, 0.056], [0.148, 0.020, -0.120], [0.045, 0.032, 0.016], [0.144, 0.177, 0.081], [0.054, 0.105, 0.038], [-0.005, -0.052, 0.063], [-0.051, -0.225, -0.009], [-0.254, -0.005, -0.038], [0.826, 0.097, 0.100], [0.756, -0.026, -0.897], [0.573, -0.970, 0.686], [0.721, -0.338, -0.263], [-0.254, -0.140, 0.165], [-0.476, 0.236, -0.094], [-0.141, -0.284, 0.067], [-0.511, 0.348, 0.270], [-0.425, 0.408, -0.049], [-0.379, 0.080, 0.119]]
}